Record 1
This record from the OMol25 dataset describes a molecular structure, C4H6FO4Zn at a distorted geometry. The level of theory is wB97M-V/def2-TZVPD.

CARTESIAN COORDINATES (ANGSTROEM)
C: -1.207 -0.725 -2.259
O: -1.469 0.228 -1.240
H: -1.449 -1.746 -1.929
H: -1.854 -0.465 -3.104
H: -0.157 -0.682 -2.584
C: 1.411 0.461 1.906
O: 0.354 0.815 2.515
C: -0.471 0.505 -0.299
C: 0.127 -0.741 0.337
O: 1.385 -0.434 0.947
O: 2.502 1.049 2.154
F: 0.557 1.212 -0.929
H: -0.956 1.170 0.427
H: -0.565 -1.139 1.087
H: 0.347 -1.503 -0.417
Zn: 1.445 1.995 3.387

Summary:
HOMO in eV: -13.796
Maximum force in hartree/bohr: 0.07224
Gap between HOMO and LUMO in hartree: 0.2168
Charge: +1
Relative energy (zero: lowest compared OMol25 entry of this formula, charge and spin) in kJ/mol: 225.2
Molar mass in g mol⁻¹: 202.5
LUMO energy in eV: -7.90



Record 2
This record from the OMol25 dataset describes 2 unconnected molecules or ions with the total composition C4H6INO at a distorted geometry. The level of theory is wB97M-V/def2-TZVPD.

CARTESIAN COORDINATES (ANGSTROEM)
C: 2.488 1.268 -0.534
C: 2.111 0.192 0.029
C: -0.240 0.162 0.092
C: -2.008 -1.275 0.398
N: -0.686 1.145 -0.447
O: -0.628 -0.992 0.624
I: 3.095 -1.372 0.814
H: 3.294 1.555 -1.155
H: 1.581 1.887 -0.635
H: -2.247 -2.380 0.390
H: -2.449 -0.591 -0.404
H: -2.567 -1.015 1.296
H: -1.744 1.417 -0.468

Summary:
HOMO in eV: -8.224
Maximum force in hartree/bohr: 0.09189
Gap between HOMO and LUMO in hartree: 0.3090
Charge: 0
Relative energy (zero: lowest compared OMol25 entry of this formula, charge and spin) in kJ/mol: 546.4
Molar mass in g mol⁻¹: 211.0
LUMO energy in eV: 0.18



Record 3
This record from the OMol25 dataset describes a molecular structure, C4H6INS at a distorted geometry. The level of theory is wB97M-V/def2-TZVPD.

CARTESIAN COORDINATES (ANGSTROEM)
C: -1.048 2.581 -0.141
C: -0.212 0.414 -0.179
C: 0.970 -0.197 -0.151
C: 1.197 -1.688 -0.242
N: -0.122 1.777 -0.027
S: 2.145 1.158 0.064
I: 4.370 0.048 0.191
H: -0.631 3.593 -0.111
H: -1.989 2.134 -0.137
H: -1.233 -0.146 -0.369
H: 0.397 -2.063 -0.882
H: 0.967 -2.070 0.796
H: 2.175 -1.915 -0.465

Summary:
HOMO in eV: -8.112
Maximum force in hartree/bohr: 0.07480
Gap between HOMO and LUMO in hartree: 0.2967
Charge: 0
Relative energy (zero: lowest compared OMol25 entry of this formula, charge and spin) in kJ/mol: 125.5
Molar mass in g mol⁻¹: 227.1
LUMO energy in eV: -0.04